[1]
The following is a DFT calculation (ωB97M-V/def2-TZVPD) of a gas-phase ion, C25H50BBr2ClN5O4 (charge +1).

Geometry (Å):
C1 0.0151 6.3326 -0.0894
C2 -1.0068 5.7756 -1.2104
C3 -1.8629 4.5469 -0.5820
C4 -3.0330 4.1653 -1.6275
C5 -4.0888 3.0628 -1.0853
C6 -3.4109 1.8401 -0.2672
C7 -3.8114 1.8152 1.3174
C8 -3.5609 0.3113 1.8591
C9 -2.2895 0.1492 2.8470
C10 -1.5006 -1.2374 2.4431
C11 -0.1044 -0.8814 1.7344
O1 0.8659 -0.9078 2.8154
C12 2.1470 -0.2790 2.4301
Cl1 2.1085 1.5059 2.2641
N1 3.0429 -0.6033 3.6240
C13 2.3088 -0.4404 4.7049
O2 1.6742 -0.5213 5.7835
C14 2.6761 -1.2217 1.2208
Br1 2.5836 -2.9898 2.2840
C15 4.2496 -1.2795 0.9428
Br2 5.3112 0.3984 1.3796
C16 4.7049 -1.9501 -0.4808
C17 6.2419 -1.5684 -0.8724
N2 1.7433 -1.2076 0.0335
C18 1.6997 0.0652 -0.7569
C19 2.9857 0.9429 -1.0710
N3 2.5633 1.9212 -2.1794
C20 0.2970 -1.6292 0.3737
C21 -0.8251 -1.1390 -0.7056
C22 -0.8456 -1.8007 -2.1454
O3 0.3590 -2.1780 -2.8220
C23 -1.6010 -0.7087 -3.1397
N4 -0.6657 -0.0106 -4.0651
B1 0.0027 -3.2369 0.2677
O4 0.7423 -4.1508 -0.6375
N5 -1.0081 -4.0099 1.0997
C24 -0.3601 -5.1414 1.8367
C25 -2.1475 -4.5150 0.2609
H1 0.3927 5.4575 0.5494
H2 -0.5282 7.1322 0.5289
H3 0.8990 6.8574 -0.6340
H4 -1.6730 6.5804 -1.6842
H5 -0.3469 5.3126 -2.0515
H6 -2.2996 4.7653 0.4599
H7 -1.1093 3.6616 -0.4834
H8 -2.5735 3.8505 -2.6521
H9 -3.6327 5.1393 -1.8576
H10 -4.5925 2.6125 -2.0343
H11 -4.9660 3.5312 -0.4795
H12 -3.7302 0.8669 -0.8180
H13 -2.2458 1.8412 -0.3158
H14 -4.9642 1.9844 1.3469
H15 -3.2456 2.6305 1.9260
H16 -4.5155 -0.0070 2.4483
H17 -3.5347 -0.3783 0.9320
H18 -1.5928 1.0620 2.8861
H19 -2.7303 0.0260 3.9184
H20 -2.2441 -1.8531 1.8386
H21 -1.3166 -1.7754 3.4568
H22 -0.2325 0.2469 1.4473
H23 4.8467 -1.9728 1.6712
H24 4.0123 -1.7121 -1.3584
H25 4.7098 -3.1059 -0.3264
H26 6.5436 -2.2915 -1.7352
H27 6.2757 -0.5100 -1.3182
H28 6.9304 -1.7253 0.0307
H29 2.0171 -1.9459 -0.6662
H30 1.3010 -0.0807 -1.8461
H31 0.9762 0.8272 -0.2475
H32 3.8984 0.4230 -1.5206
H33 3.3128 1.6841 -0.2333
H34 1.7889 2.5185 -1.8257
H35 3.4164 2.5157 -2.2881
H36 -0.9945 0.0161 -0.7025
H37 -1.8317 -1.5165 -0.2362
H38 -1.5657 -2.7195 -2.1766
H39 0.2211 -3.1094 -3.1396
H40 -2.3942 -1.2685 -3.7836
H41 -2.2212 0.0402 -2.4956
H42 -0.3632 -0.6001 -4.8529
H43 0.1241 0.4364 -3.5762
H44 1.6657 -4.1712 -0.2873
H45 0.3742 -4.8202 2.6596
H46 -1.2146 -5.7176 2.3807
H47 0.1651 -5.9183 1.1691
H48 -3.1073 -3.9972 0.6537
H49 -2.2978 -5.6479 0.4909
H50 -1.9895 -4.4066 -0.8707

Results
E_LUMO, eV: -3.6
E, Ha: -7189.8529
Maximum force, hartree/bohr: 0.1637
SMILES string: CCCCCCCCCC[C@H]1O[C@@](Cl)(N=C=O)[C@](Br)([C@H](Br)CC)[N@H+](CCN)[C@@]1(C[C@H](O)CN)B(O)N(C)C
Energy relative to the best compared isomer or geometry (same formula, charge and spin), kcal per mole: 0.0
Charge: +1
HOMO, Ha: -0.423
Kohn-Sham gap, eV: 7.952
Spin multiplicity: 1


[2]
The following is a DFT calculation (ωB97M-V/def2-TZVPD) of 14 unconnected molecules or ions with the total composition C28H84O28.

Geometry (Å):
C1 -1.1956 -3.3342 -1.2444
C2 0.3156 -3.2144 -0.9920
O1 0.6406 -2.6609 0.2862
O2 -1.8136 -2.0678 -1.3888
H1 -1.7629 -3.9871 -0.5810
H2 -1.3719 -3.7856 -2.2207
H3 0.8274 -2.6219 -1.7503
H4 0.7964 -4.1898 -0.9177
H5 0.4599 -1.7211 0.2105
H6 -2.6243 -1.9855 -0.8813
C3 4.9876 -0.4726 -1.8077
C4 3.9909 -1.1702 -2.8374
O3 2.8268 -0.4230 -3.1105
O4 5.5958 0.6271 -2.5260
H7 5.7593 -1.1696 -1.4811
H8 4.6000 -0.0713 -0.8712
H9 3.7554 -2.1896 -2.5317
H10 4.5713 -1.3847 -3.7346
H11 2.2989 -0.9016 -3.7538
H12 6.2707 1.0423 -1.9840
C5 -0.3883 -4.4941 3.1528
C6 -0.1734 -5.9523 2.7463
O5 1.1004 -5.9575 2.1176
O6 -1.0274 -3.7601 2.1724
H13 0.5106 -4.0067 3.5302
H14 -1.0751 -4.4809 3.9991
H15 -1.0113 -6.2521 2.1170
H16 -0.0711 -6.6980 3.5347
H17 1.1167 -6.5532 1.3650
H18 -0.3657 -3.5128 1.5224
C7 -1.6878 0.4749 5.5581
C8 -2.1972 -0.9701 5.3193
O7 -2.0065 -1.9311 6.3037
O8 -1.9033 1.2744 4.4754
H19 -0.6033 0.5429 5.6441
H20 -2.0783 0.8348 6.5100
H21 -1.9095 -1.3129 4.3254
H22 -3.2806 -1.0622 5.2426
H23 -2.4374 -1.6349 7.1088
H24 -1.1612 1.0428 3.9121
C9 -1.0311 0.0081 1.4268
C10 -0.4285 0.7174 0.1935
O9 0.8237 0.1122 -0.1143
O10 -0.1610 0.3113 2.5220
H25 -1.1846 -1.0593 1.2676
H26 -1.9585 0.5117 1.6997
H27 -0.2738 1.7844 0.3534
H28 -1.0463 0.8074 -0.7001
H29 1.2471 0.5583 -0.8514
H30 0.5616 0.8285 2.1587
C11 -0.2570 -0.7939 -4.9366
C12 -0.4833 -0.2431 -3.5310
O11 -0.0819 1.1311 -3.2792
O12 1.0553 -1.4016 -5.0278
H31 -0.3624 -0.0558 -5.7317
H32 -0.9205 -1.5959 -5.2601
H33 0.0122 -0.7846 -2.7252
H34 -1.5700 -0.2285 -3.4474
H35 -0.5646 1.6978 -3.8854
H36 0.8590 -2.2723 -5.3812
C13 -4.6453 -1.3090 0.9431
C14 -4.1218 -1.6222 2.3369
O13 -3.5802 -2.9519 2.3616
O14 -5.5268 -2.2552 0.4303
H37 -3.7520 -1.1771 0.3326
H38 -5.1351 -0.3369 1.0011
H39 -4.9971 -1.8078 2.9594
H40 -3.4816 -0.8790 2.8122
H41 -2.6776 -2.9898 2.0368
H42 -6.2349 -2.3381 1.0731
C15 3.6451 -3.8209 1.9679
C16 4.2197 -2.6451 1.1110
O15 3.4803 -1.5059 1.4392
O16 3.5907 -3.3700 3.2852
H43 4.2818 -4.7001 1.8690
H44 2.6194 -4.1113 1.7406
H45 3.9187 -2.8664 0.0870
H46 5.3039 -2.5485 1.1679
H47 2.8302 -1.3048 0.7620
H48 3.0121 -2.6107 3.1841
C17 -5.3795 1.2831 -2.0544
C18 -6.3792 0.1532 -1.8730
O17 -5.8431 -1.0510 -2.2912
O18 -4.1041 0.9990 -1.4120
H49 -5.7174 2.2938 -1.8257
H50 -5.0533 1.3142 -3.0940
H51 -7.2680 0.3540 -2.4711
H52 -6.7732 0.1634 -0.8567
H53 -5.3216 -1.3581 -1.5461
H54 -3.4530 1.6523 -1.6783
C19 3.1284 2.6986 -0.0848
C20 4.3151 3.6784 0.1244
O19 5.0016 3.9270 -1.1375
O20 2.1376 3.3596 -0.8909
H55 2.7260 2.6318 0.9260
H56 3.4257 1.7490 -0.5298
H57 5.0525 3.4310 0.8881
H58 3.8989 4.5884 0.5567
H59 4.4294 4.5383 -1.6071
H60 2.3339 3.0683 -1.7844
C21 3.2603 2.6654 -4.6163
C22 4.7540 2.9234 -4.8454
O21 5.3847 1.6391 -4.9737
O22 2.8318 2.2791 -3.3302
H61 2.9941 1.8971 -5.3422
H62 2.7360 3.5483 -4.9821
H63 5.0740 3.4294 -3.9345
H64 4.8635 3.3217 -5.8541
H65 5.3532 1.1807 -4.1308
H66 2.5515 1.3620 -3.3746
C23 -2.5019 3.9338 -3.4151
C24 -2.3533 3.2045 -4.7557
O23 -1.0298 2.8432 -5.1073
O24 -2.2456 2.9513 -2.4255
H67 -3.5270 4.2912 -3.3177
H68 -1.7918 4.7590 -3.3615
H69 -2.5601 3.8820 -5.5841
H70 -3.0546 2.3764 -4.8589
H71 -0.6247 3.6383 -5.4613
H72 -1.3184 2.7348 -2.5484
C25 2.3159 1.3966 4.4939
C26 2.5452 -0.1654 4.5043
O25 3.7911 -0.3762 3.9490
O26 1.9995 1.9111 3.1948
H73 3.2020 1.8778 4.9079
H74 1.4504 1.7329 5.0647
H75 1.8042 -0.8281 4.0571
H76 2.6913 -0.4927 5.5337
H77 3.5811 -0.3788 3.0123
H78 2.2179 2.8427 3.2724
C27 -2.6221 3.1605 1.7066
C28 -3.8796 3.1887 2.6041
O27 -4.1736 1.8419 2.9149
O28 -2.1922 4.4609 1.3727
H79 -2.8156 2.7134 0.7315
H80 -1.8005 2.6281 2.1858
H81 -4.7509 3.7666 2.2959
H82 -3.5180 3.6230 3.5361
H83 -3.8052 1.6201 3.7732
H84 -1.2571 4.3497 1.5595

Results
E_LUMO, eV: 0.1
E, Ha: -3223.6300
Maximum force, hartree/bohr: 0.0579
Energy relative to the best compared isomer or geometry (same formula, charge and spin), kcal per mole: 91.4
HOMO, Ha: -0.338
Kohn-Sham gap, eV: 9.324
Spin multiplicity: 1


[3]
The following is a DFT calculation (ωB97M-V/def2-TZVPD) of a molecular structure, C39H56BN10O3S3Ti.

Geometry (Å):
Ti1 -0.1871 0.6428 -0.6675
C1 -3.7424 -5.3586 2.6816
C2 -3.3112 -4.3185 1.6489
C3 -3.5977 -4.8733 0.2561
C4 -4.1022 -3.0424 1.9102
N1 -1.8445 -4.0698 1.7825
C5 -1.0040 -4.8637 2.5639
C6 0.2497 -4.6182 2.1659
N2 0.2112 -3.6965 1.1357
B1 1.5071 -3.5679 0.2823
N3 1.3505 -2.9555 -1.1531
C7 1.0351 -3.8047 -2.1997
C8 1.3422 -3.1864 -3.3518
N4 1.8701 -1.9460 -3.0201
C9 1.8151 -1.8030 -1.6732
S1 2.1983 -0.3774 -0.7809
C10 2.6506 -1.0856 -3.9725
C11 2.5164 -1.6667 -5.3793
C12 4.1121 -1.1430 -3.5374
C13 2.1468 0.3514 -4.0204
N5 2.6823 -2.8935 1.0291
C14 3.9258 -3.0215 0.4403
C15 4.7717 -2.1878 1.0622
N6 4.0493 -1.5522 2.0665
C16 2.7522 -1.9952 2.0399
S2 1.4999 -1.5566 3.1104
C17 4.5749 -0.4141 2.8771
C18 4.4239 -0.7022 4.3699
C19 3.8361 0.8547 2.4563
C20 6.0633 -0.2341 2.5810
C21 -1.0669 -3.3230 0.9245
S3 -1.6079 -2.1382 -0.1735
H1 -4.8162 -5.5102 2.5678
H2 -3.5592 -5.0201 3.7031
H3 -3.2498 -6.3198 2.5311
H4 -4.6591 -5.1186 0.1765
H5 -3.0173 -5.7840 0.0910
H6 -3.3402 -4.1499 -0.5164
H7 -5.1686 -3.2607 1.8147
H8 -3.8349 -2.2682 1.1960
H9 -3.9127 -2.6784 2.9222
H10 -1.3604 -5.4947 3.3533
H11 1.1831 -5.0035 2.5356
H12 1.8619 -4.7126 0.0650
H13 0.6059 -4.7744 -2.0250
H14 1.1978 -3.5069 -4.3643
H15 2.9403 -2.6696 -5.4625
H16 3.0692 -1.0134 -6.0544
H17 1.4740 -1.6847 -5.7032
H18 4.4666 -2.1772 -3.5316
H19 4.2377 -0.7188 -2.5408
H20 4.7205 -0.5703 -4.2403
H21 1.1343 0.3918 -4.4119
H22 2.7973 0.9018 -4.7051
H23 2.1659 0.8366 -3.0478
H24 4.0867 -3.6816 -0.3937
H25 5.8096 -1.9990 0.8753
H26 3.3796 -0.7513 4.6672
H27 4.9250 0.0949 4.9230
H28 4.8999 -1.6526 4.6245
H29 2.7639 0.7320 2.5865
H30 4.0279 1.0715 1.4037
H31 4.1746 1.7013 3.0593
H32 6.6374 -1.1358 2.8054
H33 6.4315 0.5686 3.2197
H34 6.2444 0.0592 1.5460
C22 -2.4639 -2.4175 -3.6506
O1 -1.3809 -1.8144 -4.3454
C23 -1.5475 -0.4507 -4.5167
C24 -2.0260 0.0161 -5.7359
C25 -2.0939 1.3958 -5.9549
C26 -1.6581 2.2699 -4.9829
C27 -1.1344 1.8137 -3.7455
C28 -0.5429 2.7428 -2.8517
N7 0.0295 2.3910 -1.6800
N8 0.5778 3.4518 -0.9783
C29 0.9113 3.0507 0.1965
O2 0.6864 1.8188 0.5770
C30 1.5087 4.0006 1.1695
C31 1.6911 3.6109 2.4888
C32 2.2406 4.4949 3.4128
C33 2.6126 5.7712 3.0221
C34 2.4377 6.1604 1.6981
C35 1.8906 5.2813 0.7763
C36 -1.1599 0.4097 -3.4971
O3 -0.7231 -0.0590 -2.3237
H35 -3.4036 -2.2184 -4.1781
H36 -2.5256 -2.0543 -2.6248
H37 -2.2804 -3.4916 -3.6348
H38 -2.3148 -0.7082 -6.4868
H39 -2.4700 1.7785 -6.8965
H40 -1.6647 3.3395 -5.1640
H41 -0.4954 3.7897 -3.1290
H42 1.4143 2.6067 2.7817
H43 2.3776 4.1762 4.4392
H44 3.0396 6.4596 3.7412
H45 2.7290 7.1547 1.3818
H46 1.7477 5.5709 -0.2561
N9 -2.3406 1.6369 -0.5253
C37 -3.5122 1.4020 0.3223
C38 -3.2069 1.5475 1.8038
C39 -2.4080 0.4038 2.4098
N10 -1.0717 0.3023 1.8470
H47 -2.0076 2.5935 -0.4156
H48 -2.5934 1.5772 -1.5100
H49 -3.8755 0.3894 0.1243
H50 -4.3159 2.0962 0.0527
H51 -4.1632 1.6113 2.3324
H52 -2.6940 2.5023 1.9789
H53 -2.9312 -0.5263 2.1960
H54 -2.3911 0.5158 3.5016
H55 -0.6034 -0.5567 2.1272
H56 -0.4692 1.0537 2.1706

Results
E_LUMO (spin up / spin down), eV: 2.4 / 2.4
E, Ha: -4362.2051
Maximum force, hartree/bohr: 0.0397
Charge: -1
HOMO (spin up / spin down), Ha: -0.074 / -0.076
Kohn-Sham gap (spin up / spin down), eV: 4.415 / 4.481
Spin multiplicity: 1


[4]
The following is a DFT calculation (ωB97M-V/def2-TZVPD) of 7 unconnected molecules or ions with the total composition C4H23NO7.

Geometry (Å):
C1 -1.0580 2.1419 1.8068
N1 -1.2159 0.7392 1.4915
C2 -0.8860 -0.2858 2.4462
C3 -1.5229 -1.6154 2.0094
C4 -0.6322 -2.8303 2.1930
O1 0.3346 -2.8298 1.1202
H1 -1.9621 2.6075 2.1985
H2 -0.1926 2.3280 2.4437
H3 -0.8360 2.7960 0.9459
H4 -0.8216 0.6750 0.5692
H5 0.2071 -0.5010 2.5866
H6 -1.2344 0.0108 3.4385
H7 -2.4696 -1.5175 2.5758
H8 -1.8868 -1.5248 0.9830
H9 -1.1038 -3.8059 2.1358
H10 -0.0250 -2.7254 3.0947
H11 -0.0884 -2.5629 0.3025
H12 -0.9724 -2.0510 -2.1416
H13 -1.5094 -1.3099 -3.2782
O2 -1.0484 -1.1511 -2.4628
H14 2.2353 2.9555 -0.3370
H15 1.0655 3.3270 -1.2789
O3 2.0454 3.2906 -1.2217
H16 2.4910 -2.2755 -1.3909
H17 3.1650 -1.8448 -2.6565
O4 2.2959 -1.8671 -2.2540
H18 2.4141 0.5316 -2.9111
H19 1.1590 -0.1222 -2.5026
O5 1.5110 0.7635 -2.6806
H20 -0.7717 2.3374 -3.6402
H21 -1.0296 1.5365 -2.4499
O6 -1.4926 2.1280 -3.0447
H22 1.1086 0.6375 -0.0606
H23 1.0832 0.9213 1.3690
O7 1.6437 1.0931 0.6013

Results
E_LUMO, eV: 0.1
E, Ha: -747.5702
Maximum force, hartree/bohr: 0.0371
SMILES string: CNCCCO.O.O.O.O.O.O
Energy relative to the best compared isomer or geometry (same formula, charge and spin), kcal per mole: 53.5
HOMO, Ha: -0.331
Kohn-Sham gap, eV: 9.068
Spin multiplicity: 1